Entry 1:
117
Properties=species:S:1:pos:R:3:forces:R:3 method="wB97M-V/def2-TZVPD" lumo_energy_ha=-0.048 smiles="CN(C)B(O)[Si@](CCF)(CCCSC(=S)n1ccnc1)CC(=O)O.CCOC(C)=O.CCOC(C)=O.CCOC(C)=O.CCOC(C)=O.CCOC(C)=O" charge=0 fmax_ev_per_a=2.05 homo_energy_ev=-8.80 multiplicity=1
C 0.089108 0.727674 0.826767 -0.129 0.661 0.069
N -1.317140 0.374469 1.051328 1.008 -1.724 0.461
C -1.554412 0.210886 2.498104 -0.166 0.798 -0.072
B -1.843559 -0.643486 0.230699 -0.789 0.537 -0.124
O -3.090649 -1.225699 0.562537 0.431 -0.449 -0.159
Si -0.947378 -1.286788 -1.484109 -0.261 0.459 -0.207
C -0.777117 0.166418 -2.703605 0.202 0.122 0.047
C 0.618303 0.458303 -3.181026 -0.028 0.144 -0.197
F 0.582837 1.410773 -4.228725 -0.044 0.040 0.005
C -1.973117 -2.585694 -2.397926 0.356 -0.205 0.189
C -1.246915 -3.135173 -3.640176 -0.019 0.044 -0.160
C -1.260782 -4.655289 -3.733563 -0.294 0.139 -0.226
S -0.258312 -5.571297 -2.534603 0.016 -0.156 0.293
C 1.294048 -5.728295 -3.389047 -0.002 -0.101 -0.082
S 1.708018 -7.060919 -4.180267 0.009 0.096 -0.095
N 2.217631 -4.654014 -3.218136 -0.002 0.123 -0.114
C 3.028315 -4.492096 -2.128689 0.521 0.163 0.756
C 3.759520 -3.365998 -2.349920 -0.209 -0.148 -0.028
N 3.419806 -2.816868 -3.563134 -0.043 0.010 0.112
C 2.498183 -3.602744 -4.051206 -0.061 -0.122 -0.267
C 0.740521 -2.059441 -1.056830 0.037 0.263 0.135
C 0.743041 -2.835529 0.233240 0.292 0.019 0.158
O 1.608181 -2.794408 1.066629 -0.439 -0.162 -0.474
O -0.320056 -3.701890 0.397916 0.180 0.100 0.585
H 0.349238 1.583287 1.453424 -0.047 0.034 -0.047
H 0.239083 1.044655 -0.205210 0.026 -0.129 -0.042
H 0.778256 -0.077439 1.096346 -0.016 -0.046 -0.071
H -0.955261 -0.610822 2.903900 -0.081 -0.067 0.011
H -1.247885 1.118849 3.017546 -0.034 -0.021 0.036
H -2.612056 0.062054 2.699596 -0.008 -0.121 -0.027
H -3.044039 -1.878644 1.267095 -0.196 0.182 0.214
H -1.167816 1.052239 -2.196716 0.009 -0.062 -0.046
H -1.412475 -0.022086 -3.573933 -0.010 -0.140 0.003
H 1.118257 -0.415904 -3.602227 0.097 -0.026 0.119
H 1.229910 0.912649 -2.400740 0.118 -0.211 0.050
H -2.170571 -3.414761 -1.709497 -0.149 0.019 -0.020
H -2.939150 -2.161794 -2.674652 -0.060 -0.017 0.098
H -1.740437 -2.778774 -4.549507 0.029 0.113 0.040
H -0.215897 -2.770890 -3.699185 0.007 -0.060 -0.037
H -2.269603 -5.014442 -3.514908 0.007 -0.005 -0.043
H -1.023904 -5.004527 -4.739183 0.131 -0.069 0.041
H 3.081643 -5.145185 -1.273985 -0.344 -0.203 -0.141
H 4.476700 -2.956026 -1.658656 0.070 0.258 -0.227
H 1.998638 -3.481965 -4.998534 -0.018 -0.039 -0.048
H 1.073959 -2.735766 -1.850865 -0.141 -0.034 0.051
H 1.506675 -1.286207 -0.967726 0.039 -0.049 -0.045
H -1.158254 -3.258649 0.220544 0.022 -0.065 -0.386
O -0.082182 2.465834 5.313198 0.054 0.011 0.018
C -1.149403 2.742982 5.786519 -0.086 0.127 -0.090
O -2.257462 2.384715 5.090574 -0.030 -0.097 0.024
C -3.575916 2.481729 5.638078 -0.095 0.015 0.028
C -4.177243 3.859617 5.456462 0.093 0.047 -0.050
C -1.320065 3.517009 7.066945 0.118 -0.293 -0.009
H -3.583722 2.173995 6.684322 0.020 0.019 0.011
H -4.153000 1.744723 5.080390 0.017 0.000 -0.022
H -3.610954 4.615922 5.999450 -0.025 -0.010 0.044
H -5.204066 3.871401 5.824398 -0.006 -0.014 0.004
H -4.179772 4.130995 4.400594 -0.024 -0.010 -0.004
H -1.285790 4.581849 6.835086 -0.017 0.010 -0.008
H -0.485506 3.278407 7.720865 0.072 0.077 -0.057
H -2.233019 3.296442 7.605752 0.015 0.105 -0.067
O -2.028953 2.712240 -0.916450 0.016 0.061 0.043
C -2.692650 3.218827 -1.777956 -0.044 -0.036 -0.183
O -4.018202 3.363572 -1.563145 0.047 0.082 0.084
C -4.867860 4.095830 -2.450284 -0.083 0.024 -0.081
C -5.372359 3.242901 -3.595349 0.064 -0.081 0.024
C -2.100441 3.618746 -3.110718 -0.013 0.208 0.102
H -4.368971 4.999264 -2.802761 0.024 -0.012 -0.004
H -5.698986 4.416266 -1.824197 0.001 -0.021 0.019
H -4.555960 2.900647 -4.231435 0.003 0.039 -0.019
H -6.069926 3.811964 -4.210497 -0.009 0.009 0.006
H -5.886391 2.363847 -3.207187 -0.024 0.011 0.002
H -2.108367 2.747471 -3.766499 0.020 -0.006 -0.006
H -1.066469 3.906648 -2.941772 0.031 -0.102 -0.006
H -2.614699 4.436845 -3.607503 -0.043 -0.046 -0.025
O 4.192852 0.214413 -1.937987 -0.076 0.017 0.100
C 4.513914 0.898394 -2.871317 -0.056 -0.015 -0.067
O 5.266406 1.994273 -2.630225 0.098 -0.052 0.017
C 5.832306 2.777175 -3.684626 0.017 0.094 -0.062
C 4.864940 3.819393 -4.205522 -0.081 -0.036 0.047
C 4.046367 0.597117 -4.272985 0.101 -0.213 -0.094
H 6.206711 2.134065 -4.481525 -0.019 -0.014 0.000
H 6.697532 3.257444 -3.230325 -0.010 0.003 0.027
H 3.984261 3.360235 -4.654731 0.021 -0.010 -0.031
H 5.350254 4.440809 -4.958863 0.014 0.005 0.002
H 4.530060 4.458757 -3.388912 0.020 0.019 -0.002
H 3.070053 1.065812 -4.407775 0.009 0.023 -0.056
H 3.929089 -0.483347 -4.345538 -0.107 0.018 0.084
H 4.707426 0.924816 -5.071270 -0.006 0.138 0.065
O 9.415033 -6.680958 -5.698216 0.050 0.001 -0.004
C 8.429731 -6.692594 -5.014565 -0.031 0.116 0.023
O 7.229184 -6.805905 -5.620281 0.006 -0.112 -0.023
C 6.011007 -7.005407 -4.893456 -0.178 -0.015 0.063
C 5.404178 -5.704479 -4.417234 0.282 0.153 -0.118
C 8.494321 -6.514463 -3.514369 0.002 -0.205 0.012
H 6.165359 -7.709660 -4.074496 0.031 0.010 0.009
H 5.348308 -7.494301 -5.606105 0.015 0.016 -0.031
H 6.060763 -5.195806 -3.711119 -0.045 -0.012 0.049
H 4.445229 -5.873936 -3.934370 -0.012 -0.086 -0.002
H 5.252108 -5.033784 -5.263422 -0.035 -0.007 -0.002
H 8.492571 -5.446513 -3.297478 -0.014 0.015 0.004
H 9.434802 -6.935446 -3.170074 0.045 0.070 -0.033
H 7.680097 -6.982635 -2.968585 -0.035 0.061 -0.005
O -2.802282 3.676348 9.673312 -0.054 0.019 0.239
C -3.905905 3.930437 10.072565 -0.018 0.115 -0.112
O -4.952175 3.560767 9.303912 -0.014 -0.105 0.033
C -6.313107 3.663940 9.741415 -0.105 0.036 0.003
C -6.895342 5.036278 9.479228 0.096 0.038 -0.027
C -4.144160 4.706313 11.344521 -0.023 -0.193 0.106
H -6.400584 3.373376 10.788526 0.021 0.014 0.009
H -6.840190 2.910861 9.158269 0.017 -0.002 -0.021
H -6.375257 5.809378 10.044784 -0.022 -0.011 0.036
H -7.948373 5.057143 9.760172 -0.010 -0.010 -0.003
H -6.812443 5.282543 8.420812 -0.024 -0.010 -0.007
H -4.107398 5.769354 11.107236 -0.010 0.015 -0.007
H -3.333351 4.477950 12.030449 0.056 0.052 -0.046
H -5.089048 4.488410 11.834108 -0.026 0.052 -0.037

***

Entry 2:
121
Properties=species:S:1:pos:R:3:forces:R:3 method="wB97M-V/def2-TZVPD" lumo_energy_ha=-0.019 smiles="CCOCCOCCOCc1c(B(O)OCC)cc2c(c1N)Sc1c(P(=O)(O)O)ccc(N)c1N2PP(=O)(O)O.COCCNCCOC.COCCNCCOC" charge=0 fmax_ev_per_a=6.50 homo_energy_ev=-8.00 multiplicity=1
C -6.674437 1.065479 -5.029969 -0.691 0.781 0.178
C -6.703972 1.008796 -3.357925 0.447 1.453 -1.699
O -5.800450 -0.020255 -2.822549 -2.508 0.290 1.146
C -6.341924 -0.681752 -1.626618 0.125 -1.964 0.573
C -5.526943 -0.383177 -0.234262 -0.719 0.751 -0.889
O -5.262194 -1.669912 0.432119 0.319 2.330 0.961
C -4.718449 -1.455681 1.810350 -0.395 -0.798 -0.214
C -3.088082 -1.568038 1.689187 -0.575 -0.561 -1.441
O -2.397079 -2.019941 2.904742 -0.407 2.404 -0.343
C -2.086565 -0.915630 3.824206 1.444 0.249 1.002
C -0.909441 0.116903 3.260422 1.588 2.010 -1.015
C -1.302521 1.626497 2.703475 3.849 -0.794 -0.146
B -2.863593 2.233848 2.694786 -0.888 0.374 -0.486
O -3.507703 2.437439 1.382067 -0.246 -1.112 3.640
O -3.604812 2.614856 3.912831 2.475 0.364 -2.145
C -2.850682 3.565006 4.745624 0.181 0.765 1.840
C -2.792576 5.097945 4.159394 0.386 0.164 0.797
C -0.158088 2.677439 2.087405 1.538 -4.688 1.544
C 1.380491 2.113375 2.049789 -3.079 -1.832 1.553
C 1.781407 0.599783 2.641157 -3.075 1.579 -0.394
C 0.661816 -0.434865 3.262312 -0.074 2.595 -1.790
N 1.103070 -1.786755 3.777205 -1.228 2.680 -1.571
S 3.638111 0.165595 2.483885 -1.874 1.482 -1.879
C 4.031916 0.915107 0.768595 0.249 1.355 -2.634
C 4.996414 0.093724 -0.270700 -0.659 3.616 -1.352
P 5.806092 -1.618887 0.128294 -4.634 -4.329 -1.198
O 4.629670 -2.697051 -0.104064 4.937 4.061 1.173
O 7.044823 -1.976819 -1.073728 -0.439 2.544 3.912
O 6.436405 -1.740572 1.746868 -0.640 2.096 -3.187
C 5.303508 0.696323 -1.772197 -2.781 2.856 2.554
C 4.580143 2.141061 -2.163646 -0.083 -2.161 3.393
C 3.616261 2.955712 -1.083108 0.563 -2.200 0.347
N 2.981747 4.241826 -1.550430 -0.472 -3.499 -0.172
C 3.307392 2.386879 0.427043 3.132 -3.255 -2.785
N 2.461204 2.966710 1.490530 0.132 -2.378 -0.571
P 2.343211 4.679850 1.667438 -1.170 0.952 -0.039
P 4.297791 5.721931 1.619928 2.108 3.230 -3.808
O 4.417690 6.378550 0.151924 -0.166 -2.614 5.692
O 5.643128 4.688352 2.023262 -1.174 3.636 -0.638
O 4.116191 7.080598 2.747542 -0.633 -1.742 -1.909
H -5.645284 0.736581 -5.479271 -1.969 0.583 0.976
H -6.869081 2.203019 -5.313312 0.624 -2.285 0.565
H -7.592880 0.469551 -5.495176 2.516 1.257 1.092
H -6.266567 2.061027 -3.018264 -1.176 -2.124 -0.410
H -7.832164 0.880140 -3.075465 2.302 0.112 -0.130
H -6.235829 -1.854726 -1.822448 -0.144 2.463 0.498
H -7.479439 -0.496521 -1.423814 2.072 -0.034 -0.732
H -6.240569 0.294149 0.441884 1.649 -1.373 -1.180
H -4.561222 0.215936 -0.522798 -1.634 -1.185 0.733
H -5.118660 -0.424428 2.191999 0.929 -1.857 -0.492
H -5.198358 -2.329268 2.461613 1.307 1.900 -1.290
H -2.874395 -2.399849 0.860038 -0.560 1.775 1.970
H -2.701284 -0.561906 1.235562 -0.375 -1.732 1.159
H -1.604362 -1.420300 4.792919 -1.115 0.961 -2.175
H -3.049327 -0.366352 4.200053 1.791 -0.710 -1.006
H -4.496802 2.441669 1.561936 1.635 0.411 -0.386
H -3.436873 3.631744 5.781480 1.207 -0.234 -2.310
H -1.769279 3.155333 5.023981 -2.213 0.829 -0.938
H -3.846043 5.610947 4.243192 2.054 -1.128 -0.385
H -2.361526 5.198018 3.076095 -0.931 -0.381 1.974
H -2.061690 5.712514 4.875216 -1.564 -1.370 -1.520
H -0.433023 3.748369 1.702100 0.571 -2.367 0.759
H 2.021208 -2.081213 3.379418 -1.168 0.434 0.271
H 0.366481 -2.520828 3.689115 0.886 1.057 -0.106
H 7.855201 -1.471112 -0.720483 -1.324 -1.087 -1.005
H 6.660458 -0.817783 2.067264 -0.096 -1.210 -0.351
H 5.975449 0.111563 -2.564226 -1.693 1.431 2.073
H 4.740996 2.598412 -3.248662 -0.450 -1.036 2.692
H 3.025310 4.204943 -2.601862 0.117 0.243 1.413
H 1.943746 4.153427 -1.336765 1.654 0.306 -0.132
H 1.876687 4.935438 3.037881 0.844 -0.836 -0.658
H 6.461235 5.246984 1.782010 -1.567 -1.210 0.388
H 3.508910 7.783953 2.339141 1.419 -1.613 0.380
C 13.830146 0.535513 1.632805 -0.199 0.010 -0.358
O 13.129037 -0.415426 0.841016 0.365 -0.076 0.429
C 13.330886 -1.767414 1.269655 -0.622 -0.285 -0.269
C 12.047426 -2.339440 1.895223 0.495 0.533 0.210
N 11.758236 -1.709669 3.187745 -0.114 -0.077 -0.276
C 10.418449 -2.008322 3.702812 0.027 0.401 -0.109
C 9.210720 -1.528203 2.869742 0.076 -0.236 0.743
O 9.067596 -0.107608 2.817395 -0.073 -0.368 -0.431
C 9.859215 0.528403 1.822354 -0.210 0.349 0.351
H 13.771280 1.505629 1.131995 -0.052 -0.181 -0.018
H 13.372792 0.633768 2.618744 0.150 0.022 0.193
H 14.884297 0.262206 1.732539 -0.025 0.011 0.093
H 14.186642 -1.865104 1.947748 -0.162 0.172 0.050
H 13.559897 -2.346670 0.367941 -0.019 0.024 0.093
H 12.163912 -3.419756 2.037230 -0.015 0.089 0.018
H 11.233619 -2.173229 1.183837 0.016 -0.127 -0.237
H 11.843587 -0.700957 3.090971 0.022 -0.276 0.017
H 10.352699 -1.536027 4.687395 -0.110 -0.036 -0.044
H 10.333498 -3.088108 3.870844 -0.021 0.059 -0.143
H 8.308572 -1.896675 3.371912 0.183 0.056 -0.053
H 9.190162 -1.961916 1.865577 0.123 0.093 -0.072
H 9.997961 -0.094144 0.935465 0.116 -0.091 0.054
H 10.823220 0.817865 2.245374 0.131 -0.053 -0.267
H 9.352049 1.448911 1.521732 -0.059 -0.104 0.058
C -12.840512 -3.338811 -5.149462 0.054 0.053 0.411
O -11.991497 -3.864016 -4.136495 -0.128 -0.193 -0.533
C -11.245394 -5.010627 -4.561889 0.567 0.067 0.470
C -9.751936 -4.669786 -4.700557 -0.618 0.216 -0.361
N -9.512201 -3.780166 -5.841593 0.044 -0.059 0.279
C -8.164730 -3.202920 -5.866605 -0.270 0.297 0.095
C -7.760242 -2.284875 -4.693272 0.344 0.014 -0.555
O -8.480156 -1.051738 -4.644147 -0.475 -1.067 0.497
C -9.742376 -1.131448 -3.994744 0.089 0.292 -0.277
H -13.498374 -2.595451 -4.691168 0.138 -0.120 0.041
H -12.257500 -2.843033 -5.927409 -0.070 -0.032 -0.232
H -13.461226 -4.125162 -5.587921 0.038 0.035 -0.082
H -11.645196 -5.447944 -5.484160 0.037 0.238 -0.002
H -11.353330 -5.760792 -3.770263 0.027 0.046 -0.080
H -9.180318 -5.594740 -4.836688 -0.034 0.078 -0.020
H -9.433268 -4.204949 -3.763351 -0.011 -0.151 0.214
H -10.183949 -3.017206 -5.813363 0.150 -0.231 -0.005
H -8.096100 -2.616244 -6.787414 0.092 0.023 0.073
H -7.431646 -4.012441 -5.959636 -0.060 0.027 0.132
H -6.711413 -2.007386 -4.850677 -0.116 0.070 0.028
H -7.790688 -2.795800 -3.726367 -0.207 0.026 0.043
H -9.752087 -1.865002 -3.185306 -0.009 -0.076 -0.088
H -10.521725 -1.353670 -4.726368 -0.175 -0.134 0.200
H -9.970032 -0.149097 -3.572738 0.105 -0.007 -0.019